{"formula": "C26H58Cl14N3O7P", "method": "the ωB97M-V functional and the def2-TZVPD basis", "fmax_ev_per_a": 1.5, "homo_energy_ev": -9.8, "smiles": "COP(=O)(OC)OC.CNC(C)=O.CNC(C)=O.CNC(C)=O.ClCCCl.ClCCCl.ClCCCl.ClCCCl.ClCCCl.ClCCCl.ClCCCl", "homo_lumo_gap_ev": 10.05, "lumo_energy_ev": 0.208, "total_energy_ev": -231313.7292, "species": ["C", "O", "P", "O", "O", "C", "O", "C", "H", "H", "H", "H", "H", "H", "H", "H", "H", "C", "N", "C", "C", "O", "H", "H", "H", "H", "H", "H", "H", "C", "N", "C", "C", "O", "H", "H", "H", "H", "H", "H", "H", "C", "N", "C", "C", "O", "H", "H", "H", "H", "H", "H", "H", "Cl", "C", "C", "Cl", "H", "H", "H", "H", "Cl", "C", "C", "Cl", "H", "H", "H", "H", "Cl", "C", "C", "Cl", "H", "H", "H", "H", "Cl", "C", "C", "Cl", "H", "H", "H", "H", "Cl", "C", "C", "Cl", "H", "H", "H", "H", "Cl", "C", "C", "Cl", "H", "H", "H", "H", "Cl", "C", "C", "Cl", "H", "H", "H", "H"], "positions_angstrom": [[14.38505, 1.33487, 5.32110], [15.73204, 0.89578, 5.51670], [16.83473, 1.56248, 4.58414], [16.46672, 1.77633, 3.18670], [17.20050, 2.89163, 5.40740], [18.30426, 3.68951, 4.93255], [18.07752, 0.58493, 4.78733], [18.77701, 0.48998, 6.02465], [13.85080, 1.20849, 6.26300], [13.89787, 0.67411, 4.60090], [14.31096, 2.37599, 5.00855], [19.00999, 3.75947, 5.75913], [17.87433, 4.66476, 4.71066], [18.82984, 3.22937, 4.09280], [19.70314, -0.07223, 5.96582], [18.08591, 0.04555, 6.74305], [19.04288, 1.47035, 6.42808], [13.33108, 2.85031, 0.52953], [13.75738, 1.86318, -0.43531], [14.93660, 1.96694, -1.07770], [15.20909, 0.95129, -2.16995], [15.71125, 2.88655, -0.85887], [13.60093, 2.56517, 1.54547], [12.24533, 2.97192, 0.51764], [13.72303, 3.84371, 0.32278], [13.08337, 1.18365, -0.73733], [15.12988, -0.06536, -1.77895], [16.20424, 1.11499, -2.56883], [14.46627, 1.02704, -2.96556], [15.95568, 5.12317, 2.52516], [15.11837, 6.30240, 2.48268], [15.25037, 7.31037, 3.34980], [14.38443, 8.54057, 3.12636], [16.01260, 7.21854, 4.31424], [15.87995, 4.59155, 1.57918], [15.71672, 4.46056, 3.35513], [16.99941, 5.42153, 2.65468], [14.68941, 6.52013, 1.59723], [13.66204, 8.38301, 2.32382], [15.06388, 9.34246, 2.83951], [13.83275, 8.84182, 4.01366], [12.30556, 10.66156, 0.31020], [12.23721, 9.77402, -0.82594], [11.24927, 8.86188, -0.94569], [11.20852, 8.06176, -2.23695], [10.41247, 8.63595, -0.08598], [11.85484, 11.64874, 0.18820], [13.34457, 10.74018, 0.63322], [11.77037, 10.26792, 1.17424], [12.94906, 9.83174, -1.52895], [10.51610, 8.56210, -2.91535], [10.82373, 7.08296, -1.96658], [12.16731, 8.00358, -2.75426], [12.10690, 4.54160, 7.13143], [12.66223, 4.33215, 5.44508], [13.72102, 5.34777, 5.12278], [15.22665, 4.93343, 5.99612], [11.73372, 4.44997, 4.88584], [12.95385, 3.28787, 5.36924], [13.39377, 6.35412, 5.37118], [13.95701, 5.28101, 4.05919], [19.48252, 5.09388, -1.16869], [18.47134, 4.76984, 0.26918], [18.41089, 3.29816, 0.61098], [20.03239, 2.73484, 1.12687], [17.48996, 5.07401, -0.09208], [18.81792, 5.38200, 1.09655], [18.08245, 2.74853, -0.26443], [17.74508, 3.10522, 1.44847], [17.06842, 8.20777, 0.15730], [18.36699, 9.04308, 1.08688], [17.80727, 9.65919, 2.36523], [18.90848, 10.95478, 2.95815], [18.77366, 9.75751, 0.38128], [19.06048, 8.25685, 1.36845], [17.75052, 8.88994, 3.13349], [16.80419, 10.05587, 2.25227], [11.12342, 9.92885, 3.75056], [9.69362, 9.07750, 4.37045], [8.52002, 10.00522, 4.61479], [8.16346, 10.22660, 6.34804], [9.97794, 8.42885, 5.20048], [9.55799, 8.30357, 3.61094], [7.62896, 9.57389, 4.16473], [8.70581, 10.98518, 4.19016], [14.41345, 5.92726, -0.49895], [14.96266, 6.35952, -2.14390], [14.39003, 5.39058, -3.15610], [15.11546, 5.67658, -4.75029], [16.05229, 6.37642, -2.17762], [14.69914, 7.39703, -2.34921], [13.30494, 5.46875, -3.16152], [14.65685, 4.37891, -2.85432], [14.67014, 7.27354, 9.17165], [15.36030, 8.64601, 8.24898], [14.88554, 8.63299, 6.82080], [13.14612, 8.97397, 6.71909], [16.44206, 8.53068, 8.31077], [15.12984, 9.57180, 8.77289], [14.97837, 7.61807, 6.44279], [15.41691, 9.34190, 6.19364], [18.46385, 5.10286, 8.09761], [18.60327, 6.90556, 7.83250], [17.80856, 7.31565, 6.60616], [18.04555, 9.02056, 6.30280], [19.66589, 7.10591, 7.75486], [18.15692, 7.30337, 8.73771], [16.75300, 7.07137, 6.73876], [18.03015, 6.73871, 5.70944]], "atomic_forces_ev_per_a": [[-0.509, -0.545, 0.161], [0.220, 0.449, -0.301], [0.752, 0.015, 1.062], [-0.025, -0.012, -0.167], [0.117, -1.081, -0.502], [-0.070, -0.144, 0.413], [0.106, 0.324, -0.682], [-0.665, 0.467, 1.060], [0.197, 0.138, 0.100], [0.096, 0.191, -0.177], [0.451, -0.315, -0.081], [-0.037, 0.207, -0.065], [0.313, 0.056, -0.227], [-0.269, 0.139, -0.211], [-0.214, -0.295, -0.594], [0.293, -0.230, 0.138], [-0.088, 0.096, -0.240], [-0.561, 0.287, 0.563], [-0.322, 0.160, 0.034], [0.161, 0.282, -0.716], [-0.229, -0.296, 0.332], [0.178, 0.035, 0.187], [0.216, -0.022, 0.080], [0.002, -0.283, -0.172], [0.254, -0.483, -0.106], [0.117, -0.156, -0.013], [0.104, 0.016, 0.025], [-0.006, 0.021, -0.015], [0.036, 0.154, -0.037], [0.596, 0.164, -0.045], [-0.274, -0.151, -0.802], [0.165, 0.434, 1.114], [0.232, -0.374, -0.504], [-0.095, 0.362, -0.578], [-0.198, -0.091, 0.062], [-0.124, -0.048, -0.074], [0.013, -0.013, 0.033], [-0.025, 0.050, 0.223], [0.032, 0.054, -0.042], [-0.192, 0.118, 0.058], [0.178, -0.152, 0.171], [0.277, 0.046, 0.988], [-0.320, 0.352, 0.337], [-0.298, -0.894, -0.221], [0.141, 0.408, 0.138], [0.160, 0.449, 0.042], [0.232, 0.039, -0.572], [0.010, 0.309, -0.129], [-0.050, -0.495, -0.323], [-0.059, 0.047, -0.141], [-0.111, -0.123, 0.020], [0.040, -0.078, -0.244], [0.056, -0.117, 0.088], [-0.037, -0.043, 0.402], [-1.008, -0.035, 0.616], [0.094, -0.708, -0.401], [-0.451, 0.058, 0.268], [0.313, 0.265, -0.411], [0.100, 0.468, -0.116], [0.074, 0.027, 0.113], [-0.146, 0.106, 0.241], [0.323, 0.023, 0.032], [-0.560, -0.248, -0.475], [0.373, 0.378, -0.055], [-0.022, -0.170, 0.027], [-0.148, 0.085, 0.502], [0.026, 0.059, -0.061], [0.102, -0.210, 0.104], [-0.138, 0.009, -0.042], [-0.167, -0.032, 0.217], [-0.407, -0.133, 0.136], [0.164, -0.226, 0.022], [-0.301, -0.334, -0.162], [0.251, 0.088, 0.246], [0.332, 0.190, -0.300], [0.050, 0.105, 0.139], [0.189, 0.364, -0.260], [0.341, 0.342, 0.292], [0.452, -1.236, -0.413], [-0.109, -0.469, -0.127], [0.079, 0.034, 0.048], [0.057, 0.749, 0.515], [-0.776, 0.483, -0.299], [-0.057, 0.116, 0.040], [-0.008, -0.001, -0.027], [-0.093, 0.351, -0.706], [0.639, 0.604, -0.435], [0.084, -0.338, 0.774], [-0.229, 0.144, -0.016], [0.003, -0.455, 0.263], [-0.442, -0.098, 0.092], [-0.002, 0.076, -0.422], [0.022, 0.006, -0.056], [0.029, 0.151, -0.036], [0.274, 0.210, 0.458], [-0.217, -0.540, 0.326], [-0.434, 0.278, -0.035], [-0.212, 0.024, -0.168], [-0.274, -0.057, -0.041], [0.182, 0.249, -0.248], [-0.027, -0.055, 0.068], [-0.027, 0.471, -0.187], [-0.300, -0.906, -0.024], [-0.309, -1.460, 0.082], [0.325, 0.633, -0.260], [-0.038, 0.210, 0.033], [0.251, 0.347, 0.018], [0.254, 0.363, 0.209], [0.546, 0.215, 0.055]]}